[1]
Below is a 9-piece molecular cluster, C6H30NO9 overall at a distorted geometry, with properties calculated with ωB97M-V with the def2-TZVPD basis set.

As for the total energy: -26616.6520 eV.

```
! wB97M-V def2-TZVPD RIJCOSX def2/J DEFGRID3
* xyz 1 1
C -1.22 3.37 2.69
C 0.20 2.89 2.33
C 0.43 2.91 0.89
C -0.63 2.15 0.04
C -1.37 2.71 -0.95
C -1.88 0.34 1.19
N -0.92 0.69 0.02
H -1.38 4.48 2.48
H -2.02 2.73 2.24
H -1.28 3.19 3.78
H 1.08 3.44 2.91
H 0.24 1.92 2.88
H 0.32 3.89 0.46
H 1.45 2.47 0.62
H -1.89 2.07 -1.75
H -1.65 3.64 -1.16
H -1.94 -0.69 1.46
H -1.53 1.05 1.99
H 0.01 0.10 0.28
H -1.20 0.38 -0.97
H -3.67 -1.03 -1.60
O -2.91 -0.61 -1.94
H -3.17 -0.04 -2.81
H -3.16 1.93 0.72
O -3.12 0.90 1.03
H 2.91 -0.06 0.58
H 3.22 1.24 -0.08
O 3.08 0.34 -0.29
H -0.94 -2.11 -0.29
H 0.11 -2.32 0.68
O -0.84 -2.17 0.57
H 1.88 -0.09 -1.24
H 0.88 0.46 -2.26
O 0.90 -0.05 -1.57
H 1.89 -4.35 0.28
H 0.74 -3.94 -0.75
O 1.37 -3.60 -0.03
H 2.14 -1.72 1.46
H 2.76 -0.89 2.54
O 2.19 -0.79 1.86
H 3.79 -2.17 -1.93
H 2.33 -1.83 -1.53
O 2.97 -2.04 -2.27
H 0.95 -3.85 -2.97
H -0.51 -3.64 -2.99
O 0.21 -3.88 -2.40
*
```

=====

[2]
Below is a 9-piece molecular cluster, C6H30O9 overall at a distorted geometry, with properties calculated with ωB97M-V with the def2-TZVPD basis set.

The structure (SMILES) is CC(C)O.CC(C)O.O.O.O.O.O.O.O. As for the total energy: -25136.0849 eV.

```
! wB97M-V def2-TZVPD RIJCOSX def2/J DEFGRID3
* xyz 0 1
C 11.05 5.04 5.75
C 11.09 4.31 7.12
C 11.29 5.26 8.28
O 9.76 3.92 7.30
H 11.93 5.68 5.71
H 10.22 5.68 5.48
H 11.19 4.36 4.91
H 11.82 3.51 7.20
H 10.46 5.87 8.63
H 12.11 5.98 8.18
H 11.75 4.79 9.15
H 9.78 3.31 8.04
C 7.42 8.59 13.75
C 6.38 8.29 12.65
C 5.32 7.35 13.18
O 5.73 9.44 12.20
H 8.12 9.40 13.57
H 7.97 7.69 14.01
H 6.96 8.76 14.73
H 6.92 7.91 11.78
H 4.54 7.86 13.73
H 5.65 6.63 13.93
H 4.79 6.83 12.38
H 5.32 9.92 12.92
O 9.15 8.24 9.23
H 8.52 8.91 9.51
H 9.35 8.47 8.32
O 6.46 9.17 7.19
H 6.18 8.51 6.55
H 5.82 9.09 7.91
O 8.43 4.82 11.45
H 7.80 5.26 10.88
H 7.89 4.33 12.07
O 4.99 8.33 9.70
H 5.16 8.70 10.57
H 4.04 8.26 9.66
O 11.48 7.67 10.59
H 11.44 6.81 11.01
H 10.61 7.79 10.19
O 5.23 4.53 10.34
H 5.69 3.70 10.44
H 5.84 5.08 9.84
O 7.21 6.40 9.55
H 6.56 7.10 9.47
H 8.02 6.79 9.21
*
```

=====

HOMO-LUMO gap values (in eV) by entry order: 10.8 10.1.
Lowest unoccupied orbital energy values (in eV) by entry order: -2.7 0.3.
Relative energy (zero: lowest compared OMol25 entry of this formula, charge and spin) values (in kJ/mol) by entry order: 414.7 182.1.